Record 1
A structure of composition C29H45Cl2N2PYb. Source: the Open Molecules 2025 dataset; level of theory: wB97M-V/def2-TZVPD.

Geometry as XYZ:
```
80
Properties=species:S:1:pos:R:3:forces:R:3
H -1.601 -1.851 1.256 0.076 0.050 -0.028
Cl 2.244 1.886 -0.302 0.797 -0.468 0.320
C 0.896 2.476 -4.042 0.065 0.102 -0.219
Cl -2.086 1.839 -0.219 -0.512 0.166 0.417
H -1.817 -0.011 -2.172 -0.039 -0.447 -0.281
H 1.754 5.632 -6.260 0.122 -0.077 -0.026
C 2.658 5.201 -0.811 0.038 -0.107 0.357
H -1.862 4.703 -1.188 -0.165 0.021 -0.274
H 2.575 3.344 -6.978 -0.110 -0.032 -0.024
H -3.317 6.743 -1.720 0.006 -0.031 -0.075
H -1.734 3.903 -4.139 -0.090 -0.066 0.191
C -3.641 4.253 -3.191 0.147 -0.053 0.089
H -3.583 5.854 -4.630 0.036 0.002 0.070
H 0.528 5.029 0.973 -0.010 0.105 -0.105
H -0.903 -4.393 -4.449 -0.078 0.236 0.106
C -1.707 -2.388 -4.648 -0.065 -0.155 -0.249
C -1.537 -1.827 2.354 -0.450 -0.056 0.169
H -1.022 6.288 -3.674 -0.139 0.049 0.244
H 1.049 6.238 -1.804 0.085 0.022 0.367
C -2.923 6.669 -2.743 0.036 0.009 0.132
H -4.095 4.055 -2.210 0.063 0.041 -0.112
H -0.055 4.950 -4.725 0.253 0.006 0.015
H -2.383 -1.258 2.765 0.136 -0.146 -0.172
H 3.094 7.881 1.386 -0.008 -0.077 0.057
H 0.659 7.318 1.849 0.057 0.087 -0.047
C -1.461 6.209 -2.672 -0.078 -0.004 -0.118
C 0.473 5.870 0.265 0.198 0.182 0.059
H 1.059 1.661 -3.320 -0.048 0.159 -0.231
N 0.400 -1.595 3.873 0.189 0.178 -0.121
C -0.879 -1.996 -1.952 0.120 -0.156 -0.796
C 1.570 -0.861 3.979 0.002 0.551 -0.823
C 2.647 6.925 1.090 -0.036 -0.151 0.005
C 0.981 4.975 -4.359 0.222 -0.088 -0.236
H 0.828 3.459 -6.801 0.044 0.035 0.077
H 2.819 6.227 1.919 -0.048 0.010 -0.101
C -0.265 -1.198 2.756 0.578 0.341 0.204
C 1.773 3.464 -6.241 -0.103 0.019 0.002
C -3.813 5.728 -3.563 0.029 -0.051 -0.038
C -1.988 -1.175 -3.995 0.260 -0.167 0.066
H -2.098 2.803 -2.780 0.048 0.175 -0.187
H 4.387 6.126 0.078 -0.058 0.103 -0.022
H -0.593 6.080 0.103 0.220 -0.096 0.007
H -0.894 6.890 -2.024 -0.147 -0.111 -0.103
C -1.385 4.759 -2.182 0.669 -0.374 0.393
H -0.230 -4.081 -2.057 -0.121 0.249 -0.260
H -4.159 3.619 -3.920 -0.042 0.083 0.106
C -1.095 -3.442 -3.943 -0.037 0.300 0.339
Yb 0.084 0.657 -0.090 -0.523 -2.439 -0.466
H 2.286 -0.991 4.773 -0.094 -0.074 -0.039
C -0.719 -3.279 -2.622 -0.376 0.551 -0.096
H 1.141 5.953 -3.882 -0.037 -0.237 -0.107
H 3.409 7.211 -0.908 -0.006 0.016 0.059
H 2.817 2.098 -4.932 -0.088 0.029 -0.022
H 0.082 -2.329 4.499 0.179 0.374 -0.350
C 1.163 5.450 -1.039 -0.137 -0.134 -0.298
C -2.164 3.842 -3.129 -0.265 0.023 0.123
C 1.140 7.106 0.888 -0.041 -0.088 -0.046
C -0.300 -1.718 -0.718 0.413 2.263 1.671
H 0.961 7.979 0.244 0.006 -0.104 0.001
H 2.256 3.823 -3.081 -0.171 -0.101 -0.133
H -1.572 -2.851 2.753 -0.069 0.230 -0.132
C -1.600 -0.961 -2.683 0.242 -0.740 -0.138
C 3.355 6.404 -0.165 -0.089 0.020 -0.176
C 1.788 2.273 -5.276 0.033 -0.096 0.153
H -1.961 -2.526 -5.697 -0.078 0.065 0.150
H 1.470 1.367 -5.804 0.117 0.065 0.034
H 3.167 4.960 -1.753 -0.123 0.091 0.199
P 0.290 3.946 -1.729 -0.563 0.807 -1.001
H -2.960 7.676 -3.173 -0.076 -0.036 0.081
H -4.861 6.015 -3.430 0.045 0.033 -0.096
H 2.763 4.311 -0.176 0.050 0.316 -0.085
H 2.321 0.701 2.574 -0.120 -0.091 0.079
H -2.515 -0.394 -4.546 0.111 -0.073 0.118
C 1.196 3.827 -3.381 -0.265 -0.158 0.727
N 0.410 -0.220 2.152 0.246 -0.314 0.326
H 2.963 4.930 -5.179 -0.062 -0.024 -0.058
H -0.162 2.439 -4.340 0.226 -0.058 0.067
H 0.110 -2.586 -0.164 0.082 0.114 -0.372
C 1.934 4.820 -5.546 -0.035 0.042 0.031
C 1.578 -0.018 2.891 -0.644 -0.644 0.648
```
Forces are in eV/Å.

Its HOMO energy (alpha / beta) is -1.55 / -1.44 eV. As for the charge: -1. The lowest unoccupied orbital energy (alpha / beta) comes out at 2.339 / 2.341 eV. For the total energy, the calculation gives -99650.97535 eV. As for the spin multiplicity: 2.



Record 2
A structure of composition C34H63ClN10Os. Source: the Open Molecules 2025 dataset; level of theory: wB97M-V/def2-TZVPD.

Geometry as XYZ:
```
109
Properties=species:S:1:pos:R:3:forces:R:3
H 0.336 2.994 -2.514 0.008 0.012 0.003
H 1.280 2.786 2.642 0.000 0.002 -0.007
H -4.199 -1.368 -2.165 -0.027 -0.019 0.017
N -3.748 -3.213 -0.246 0.025 0.004 -0.047
H -2.304 4.363 0.129 -0.013 0.000 0.001
C -3.161 -1.223 -2.450 -0.002 0.000 -0.023
C -2.684 -2.389 -0.369 0.097 0.063 0.008
C 1.516 1.167 -0.346 0.001 -0.107 -0.119
H 0.209 -5.326 2.450 -0.001 0.005 0.008
H 1.880 -1.541 -2.109 0.014 0.006 0.000
H -2.977 3.519 -2.206 0.010 0.000 0.004
C 3.447 3.837 1.936 -0.008 0.001 0.011
H -4.011 4.668 0.470 -0.004 -0.001 0.000
H -0.741 -4.555 1.152 -0.007 0.023 0.017
H 2.733 -4.911 -2.273 0.000 0.000 0.007
C 2.933 1.150 -0.873 -0.018 0.028 -0.036
H 3.072 5.023 -1.182 -0.006 -0.002 -0.004
H -0.150 -6.207 0.961 -0.003 0.002 0.001
H -4.748 1.781 1.330 0.000 0.001 0.005
C 3.194 1.547 -2.178 0.014 -0.049 -0.014
H -0.132 1.309 3.586 -0.009 -0.009 0.004
H 2.608 -6.131 1.539 -0.001 -0.001 -0.001
H -3.063 3.655 1.565 0.003 -0.003 0.002
C -0.890 -1.865 -1.890 0.077 -0.016 -0.165
H 4.697 1.890 -3.683 0.002 0.002 0.001
H -4.599 -4.870 -1.181 0.003 -0.003 0.003
H 2.862 -1.588 -0.636 0.025 0.030 0.014
N 1.909 -3.382 -1.058 0.071 0.010 -0.028
H 1.062 -5.178 -1.739 0.004 0.000 0.009
H -1.906 -2.717 2.519 0.008 -0.011 -0.007
H 1.993 6.010 2.271 0.000 -0.001 -0.001
H -5.713 2.793 0.248 -0.001 0.000 0.002
N 1.296 -4.732 0.721 0.013 0.030 0.009
H 0.816 1.284 -1.168 -0.018 -0.031 0.045
C 2.073 4.969 -1.605 0.000 -0.027 -0.012
H -3.064 -1.443 -3.513 0.002 -0.005 0.003
H 1.096 5.965 0.750 -0.001 -0.001 0.002
H 4.315 4.461 1.718 -0.003 0.002 0.001
H 3.817 0.450 0.963 0.002 -0.008 -0.015
H -3.720 -3.800 -2.273 0.006 0.030 -0.009
C 5.541 1.233 -1.829 -0.001 0.006 0.000
C 0.766 -1.066 2.820 0.035 -0.003 -0.027
H -0.267 -2.693 -1.572 -0.046 0.033 0.021
H -2.897 -0.180 -2.252 -0.012 -0.017 -0.006
C -3.223 3.915 0.517 0.010 -0.007 -0.002
N -0.276 -0.231 2.161 -0.047 0.001 0.015
C -4.411 -3.560 1.010 0.005 0.025 0.008
H -0.499 4.414 -1.880 -0.016 -0.008 0.013
N 0.908 -2.407 0.794 -0.014 -0.056 0.060
H -4.989 -4.464 0.837 -0.016 0.011 -0.002
H -0.895 1.755 2.043 -0.001 0.005 -0.008
H -3.327 -1.743 2.194 -0.003 0.002 -0.004
C 0.092 -5.223 1.368 0.010 0.031 0.021
Cl 7.160 1.282 -2.418 -0.001 0.000 -0.002
C 0.074 3.530 -1.598 -0.005 -0.006 -0.019
N 2.324 4.305 1.129 0.010 -0.003 0.009
C 2.050 5.738 1.217 -0.001 0.012 0.007
H -5.196 1.183 -0.274 0.002 0.003 -0.001
C 1.642 3.503 0.297 -0.012 0.006 0.000
H -0.022 -3.045 2.612 -0.040 -0.051 -0.008
H 1.718 -2.964 2.671 -0.003 0.001 -0.006
H 2.098 -6.515 -0.110 -0.005 -0.003 -0.005
H 3.697 2.813 1.678 -0.003 0.015 0.002
C 4.000 0.788 -0.053 -0.009 -0.022 0.001
H 6.131 0.545 0.113 0.001 -0.004 -0.001
C 2.372 -5.701 0.565 0.004 0.008 -0.005
H -3.697 -3.783 1.795 -0.001 -0.017 0.008
C 0.832 -2.473 2.256 0.017 -0.024 -0.033
C 2.546 -2.162 -1.501 0.010 -0.005 -0.021
C -4.897 2.069 0.288 -0.004 -0.001 -0.004
H 3.423 -2.414 -2.100 -0.003 0.002 -0.005
H -0.730 -1.760 -2.967 -0.026 -0.013 -0.001
H 3.263 -5.208 0.185 0.007 0.004 -0.012
H 1.398 0.167 0.186 0.026 0.099 0.027
H -4.160 2.216 -2.355 0.002 0.001 0.005
C -3.615 2.675 -0.299 -0.006 0.013 0.002
C -2.258 -1.818 2.012 0.013 -0.008 -0.003
C -0.069 1.206 2.495 -0.002 -0.037 0.016
H -5.323 -3.333 -1.664 0.005 -0.001 -0.003
C -1.659 -0.560 2.631 0.027 -0.019 -0.013
H 0.598 -1.085 3.902 -0.008 -0.009 0.001
H -0.536 2.887 -0.966 -0.036 0.049 0.009
C 1.777 -4.427 -2.064 0.007 -0.019 0.011
H -2.277 0.281 2.322 -0.003 0.002 0.002
H 3.229 3.913 3.003 0.003 -0.003 0.002
C 1.238 1.862 2.069 -0.028 0.050 0.029
C -4.383 -3.829 -1.417 0.021 0.009 -0.006
H 1.410 -3.986 -2.993 0.001 0.006 0.000
N -1.953 -1.846 0.579 -0.056 0.011 -0.024
H 2.374 1.816 -2.835 0.004 -0.002 0.001
N -2.286 -2.125 -1.688 -0.092 -0.084 0.076
C -2.532 1.672 -0.235 0.001 -0.013 -0.019
H -5.102 -2.785 1.343 0.012 0.015 0.000
H -0.509 -0.750 -1.668 -0.049 -0.034 0.092
N 1.334 2.231 0.656 0.069 0.005 0.050
Os -0.335 -0.681 0.103 0.056 0.012 0.008
H 2.111 1.279 2.368 -0.009 0.003 -0.007
H -4.673 3.817 -1.809 0.000 0.000 -0.004
C 1.353 -3.480 0.176 -0.086 0.052 0.024
C 4.494 1.587 -2.664 0.001 -0.004 0.005
C 5.301 0.830 -0.520 0.005 -0.008 0.004
N 1.275 3.968 -0.898 0.003 0.011 -0.009
H 2.837 6.331 0.750 -0.002 0.001 0.004
H -1.673 -0.632 3.723 -0.007 -0.001 0.003
H 1.729 -0.589 2.640 -0.019 -0.025 0.001
C -1.652 0.830 -0.193 0.044 0.046 0.043
H 1.604 5.953 -1.576 0.000 -0.001 0.001
H 2.156 4.658 -2.646 0.002 -0.003 -0.002
C -3.870 3.081 -1.757 -0.007 0.002 -0.007
```
Forces are in eV/Å.

Its HOMO energy is -11.75 eV. As for the charge: +2. The lowest unoccupied orbital energy comes out at -3.888 eV. For the total energy, the calculation gives -66156.32338 eV. The energy above the lowest of the compared OMol25 structures with the same formula, charge and spin is 6.0 kcal/mol.



Record 3
A structure of composition C6H8O6Tb. Source: the Open Molecules 2025 dataset; level of theory: wB97M-V/def2-TZVPD.

Geometry as XYZ:
```
21
Properties=species:S:1:pos:R:3:forces:R:3
O 1.786 -1.259 4.041 0.430 2.323 -0.437
H 0.335 1.880 2.427 0.042 -0.146 -0.104
O -1.630 -2.280 -4.066 0.264 0.121 -0.374
H 1.675 1.465 1.326 -0.127 -0.065 0.125
O 0.922 -0.104 2.446 1.421 0.165 1.551
H 0.578 -0.977 -0.167 0.548 0.406 -0.506
C -1.368 -1.162 -3.570 -2.131 -0.405 -2.124
C 1.737 -0.055 3.494 -3.560 -5.883 -2.054
H -1.191 0.371 1.059 0.219 0.267 -0.043
C 0.722 1.116 1.743 -0.117 1.695 -0.920
O 2.303 0.930 3.895 1.662 2.757 1.101
C -0.646 -0.002 -1.689 0.586 -0.450 1.354
O -0.637 -1.148 -2.432 0.792 0.248 0.936
O -1.829 -0.099 -4.055 0.183 0.281 -0.123
H 2.315 -1.226 4.849 0.443 -0.559 0.810
H 0.368 0.698 -1.847 -0.557 -0.225 -0.113
C -0.294 0.893 0.636 -0.165 0.172 0.252
H -0.656 1.852 0.243 0.027 -0.146 0.165
H -1.580 0.578 -1.733 0.706 0.436 -0.348
C 0.037 -0.056 -0.421 -1.747 -1.017 -0.989
Tb -2.950 -1.415 -6.179 1.079 0.028 1.840
```
Forces are in eV/Å.

Its HOMO energy (alpha / beta) is -19.58 / -18.88 eV. As for the charge: +3. The lowest unoccupied orbital energy (alpha / beta) comes out at -11.396 / -15.526 eV. For the total energy, the calculation gives -41037.02985 eV. As for the spin multiplicity: 7.



Record 4
A cluster of 11 separate species, C22H66O11 in total. Source: the Open Molecules 2025 dataset; level of theory: wB97M-V/def2-TZVPD.

Geometry as XYZ:
```
99
Properties=species:S:1:pos:R:3:forces:R:3
H 1.629 1.149 1.324 0.007 0.099 -0.297
H 3.220 -0.730 -0.309 0.221 0.410 -0.063
H 4.310 1.185 -1.418 -0.057 -0.641 -0.558
C -2.080 1.492 -4.288 0.386 -1.186 0.268
O 3.032 0.953 2.664 -0.581 0.042 0.371
C -1.301 1.609 4.302 -0.343 1.437 -0.143
H 2.904 3.362 1.740 0.490 -0.112 0.201
H -3.311 0.573 -5.846 0.050 0.382 -0.113
H 4.449 -1.085 -3.137 -0.171 0.051 -0.006
H -1.213 -1.246 -3.124 -0.217 0.005 -0.256
H 0.595 -0.683 1.719 0.300 0.047 -0.198
H -5.019 -2.160 3.350 0.020 0.024 -0.022
O 0.423 2.205 -1.902 0.128 -0.078 0.420
O 4.484 1.558 0.307 0.429 0.534 0.677
H 7.004 3.617 -0.445 0.170 -0.104 -0.086
C 0.012 -2.980 -3.293 -0.539 -0.029 0.226
H 2.002 3.478 -1.444 -0.170 0.126 -0.019
C 3.330 -1.198 -1.285 -0.082 -0.712 -0.014
O -0.006 -4.376 -3.065 -0.044 -0.013 0.066
H -1.891 -4.128 -0.107 0.286 -0.084 -0.416
H -5.450 -1.113 -1.683 -0.172 0.187 -0.039
H -4.213 1.521 -4.595 -0.068 0.026 -0.294
H -1.303 0.720 -4.368 0.150 0.155 -0.276
H -0.870 3.464 3.213 0.041 0.099 0.411
H -2.150 2.575 2.517 -0.173 -0.344 0.167
H 0.838 -4.884 0.309 0.023 0.001 -0.035
O -2.294 0.593 4.206 0.630 -0.403 -0.172
H -1.106 0.046 -0.728 0.065 0.036 -0.007
H 2.381 -1.091 -1.812 0.020 0.080 0.000
H -3.107 -0.164 0.062 -0.117 0.121 0.091
H -1.765 -2.515 -2.082 0.326 -0.168 0.109
H 5.683 3.089 -1.473 -0.053 -0.200 -0.072
H -3.586 -0.068 -4.267 0.175 0.058 0.201
H 6.219 1.986 1.367 0.198 -0.076 -0.172
O -4.713 0.819 -1.817 -0.251 -0.233 -0.184
H 4.008 1.468 1.153 -0.023 -0.415 -0.478
C 0.084 0.022 1.055 -0.862 -0.132 -0.025
H 0.657 3.325 -4.205 0.125 -0.005 -0.123
C -3.369 0.861 -4.797 -0.055 0.219 0.368
C 6.350 2.774 -0.674 0.138 -0.199 0.789
C 2.428 3.279 2.718 -0.631 0.178 -0.162
O 0.912 1.119 0.672 0.211 -0.292 0.420
H -0.621 -5.909 2.056 -0.170 0.428 0.372
H -1.730 2.360 -4.853 -0.342 0.105 -0.096
H -2.236 -1.053 3.257 -0.183 -0.241 -0.127
C -4.058 -0.679 -0.060 -0.159 -0.786 -0.206
H 2.162 1.918 4.372 -0.281 -0.397 -0.322
H -2.421 -2.609 4.881 0.075 -0.142 -0.007
H -4.882 -2.946 4.931 -0.172 0.173 0.059
H -2.389 -5.503 1.809 0.157 0.092 0.338
H -0.302 1.352 3.945 -0.295 -1.048 -0.067
H 1.367 3.252 2.459 -0.052 -0.071 0.259
H 5.197 3.368 1.024 -0.075 -0.020 0.018
H 2.375 2.233 -2.613 -0.143 -0.032 -0.094
C -1.724 2.838 3.486 0.123 0.098 0.050
H -1.279 1.936 -2.577 -0.061 0.155 0.161
H 0.285 -2.799 -4.333 0.306 -0.199 0.048
H 0.609 1.821 -1.026 -0.114 -0.065 -0.153
H 3.811 2.286 4.025 0.038 0.027 -0.142
C 2.851 2.082 3.538 0.895 0.440 0.134
H -3.890 -1.732 0.191 0.071 0.031 0.066
H -4.419 -1.244 4.746 0.040 0.039 -0.014
H 3.121 0.146 3.184 0.054 0.039 -0.099
C -1.339 -2.333 -3.075 -0.433 0.347 0.447
H -2.447 3.427 4.050 -0.045 0.127 -0.191
O 0.125 -4.590 -0.264 -0.264 -0.028 -0.253
C -0.501 -0.663 -0.157 -0.110 -0.033 -0.359
C -4.421 -2.217 4.259 0.025 -0.749 -0.091
O -2.391 -1.953 2.917 0.168 0.129 0.139
H 2.619 4.186 3.293 -0.018 0.039 -0.107
H 0.502 4.602 -2.985 -0.048 0.138 -0.281
H -1.199 1.871 5.358 0.202 0.125 -0.034
H -0.147 -4.515 -2.110 0.289 0.021 -0.388
H 6.947 1.907 -0.949 -0.004 0.139 -0.437
H -2.939 -3.740 3.637 -0.383 -0.063 0.065
H 5.453 -0.895 -1.731 -0.095 0.072 0.218
H -2.112 -2.674 -3.766 0.215 0.083 -0.270
O 4.320 0.757 -2.304 0.114 0.335 0.090
C 4.464 -0.643 -2.139 -0.136 0.220 0.402
H 2.067 4.376 -3.810 -0.100 0.019 -0.187
C -3.011 -2.703 3.960 0.430 0.747 -0.088
H 0.226 -1.083 -0.853 0.235 0.048 0.227
H -0.775 0.394 1.631 0.124 0.120 0.097
H -0.890 -3.542 1.193 -0.038 0.054 -0.073
H -4.787 -0.296 0.654 -0.040 0.181 -0.095
H -1.463 -6.476 0.685 -0.213 0.078 -0.049
H -1.174 -1.463 0.150 0.037 -0.006 0.117
H -3.749 -0.973 -2.153 -0.089 -0.165 -0.114
C 1.587 2.925 -2.296 0.155 -0.074 -0.529
H -3.828 1.191 -1.964 -0.085 0.087 -0.153
C -4.531 -0.558 -1.509 0.754 0.656 0.673
C 1.182 3.870 -3.424 0.135 -0.100 0.950
H 0.732 -2.483 -2.634 0.180 -0.087 -0.139
H -2.968 0.785 4.862 -0.073 -0.033 -0.043
O -2.188 1.800 -2.898 -0.185 0.074 -0.160
C -1.041 -4.394 0.520 -0.161 0.281 1.324
H 3.461 -2.263 -1.058 0.067 0.003 -0.280
C 5.587 2.435 0.596 -0.536 0.447 -0.112
C -1.405 -5.611 1.357 0.237 -0.755 -1.055
```
Forces are in eV/Å.

Its HOMO energy is -9.20 eV. As for the SMILES: CCO.CCO.CCO.CCO.CCO.CCO.CCO.CCO.CCO.CCO.CCO. As for the charge: 0. The lowest unoccupied orbital energy comes out at -0.122 eV. For the total energy, the calculation gives -46404.98129 eV. The energy above the lowest of the compared OMol25 structures with the same formula, charge and spin is 40.6 kcal/mol.